{"formula": "C54H59BrO5S", "method": "ωB97M-V/def2-TZVPD", "elements": ["C", "O", "H", "C", "C", "H", "H", "H", "H", "C", "C", "C", "C", "H", "C", "H", "H", "H", "H", "C", "C", "C", "C", "H", "H", "H", "C", "C", "C", "C", "H", "H", "C", "H", "C", "H", "C", "C", "C", "H", "H", "C", "C", "H", "C", "O", "H", "H", "H", "Br", "H", "C", "H", "H", "C", "C", "C", "H", "C", "H", "C", "H", "C", "C", "H", "H", "C", "C", "C", "S", "H", "H", "C", "H", "C", "H", "C", "C", "C", "H", "H", "H", "H", "H", "C", "H", "H", "H", "C", "C", "H", "H", "C", "C", "H", "C", "H", "C", "C", "C", "C", "H", "O", "H", "H", "H", "H", "H", "O", "C", "C", "H", "H", "C", "C", "H", "H", "H", "H", "O"], "positions_angstrom": [[-12.175, -5.098, 2.616], [7.797, 2.652, 0.124], [6.384, 7.357, -3.954], [-6.715, -5.591, 0.755], [-10.275, -5.174, 4.638], [5.940, 4.672, 1.084], [0.594, 2.261, -1.735], [-8.826, -4.930, 3.073], [-1.358, 3.262, -0.237], [5.731, 4.299, 0.091], [-4.185, -1.023, -1.988], [-3.135, -1.892, -2.241], [2.352, -3.059, 2.410], [-5.079, -1.069, -2.596], [-5.801, -3.526, -0.071], [3.705, 4.943, 0.394], [3.322, -2.437, -2.660], [-9.535, -5.206, 5.426], [7.686, 5.469, -3.039], [3.920, 0.646, -4.904], [-2.948, -0.054, -0.172], [3.906, 3.519, 4.302], [4.178, 5.403, 6.318], [4.077, 1.511, -5.535], [-4.923, 0.559, -0.742], [4.229, -0.566, 3.718], [1.815, -2.385, 1.321], [5.178, 4.464, 6.107], [2.146, -1.058, 1.097], [-11.623, -5.285, 4.947], [2.093, -4.095, 2.586], [1.140, -2.897, 0.647], [3.042, 5.400, 5.522], [2.975, -0.162, -1.768], [7.148, 7.538, -3.209], [5.815, 2.779, 4.942], [8.862, 6.706, -1.741], [6.684, 2.187, 0.006], [-5.666, -4.686, 0.680], [-11.934, -5.401, 5.977], [3.335, 1.811, -3.194], [-0.395, 2.877, 0.077], [-4.097, -0.108, -0.949], [3.791, 2.777, 3.521], [-2.004, -7.529, -3.458], [2.283, 3.799, -3.201], [6.568, 4.550, -0.547], [9.433, 5.878, -1.343], [2.259, 6.127, 5.692], [0.177, 2.157, 2.817], [1.726, -0.531, 0.249], [-2.916, -5.706, -2.189], [-1.175, -2.531, -1.651], [4.735, 6.016, -0.534], [4.470, 4.975, -0.373], [8.374, 9.059, -1.809], [7.882, 6.477, -2.696], [4.073, -2.736, -5.000], [3.552, -1.077, 3.045], [-4.878, -5.051, -2.753], [-6.988, -3.270, -0.743], [-2.875, 0.660, 0.639], [3.508, 0.817, -3.590], [3.495, -1.574, -3.292], [-3.252, -8.294, -5.025], [6.063, 4.467, 6.728], [3.218, -2.405, 3.272], [7.396, 8.829, -2.766], [-4.191, -6.675, -3.979], [2.435, 4.498, -1.944], [-1.001, -0.881, 0.184], [-13.624, -5.336, 4.178], [-12.573, -5.248, 3.937], [0.131, 3.957, -1.692], [-7.900, -5.335, 0.080], [-2.826, -4.979, -1.391], [3.018, -0.403, 1.957], [-1.882, -6.597, -2.438], [0.545, 3.140, -1.107], [6.827, 9.657, -3.167], [-6.609, -6.496, 1.338], [2.026, 4.451, 3.884], [-12.915, -5.070, 1.827], [9.870, 8.177, -0.552], [-8.039, -4.174, -0.666], [6.485, 1.154, -0.249], [8.565, 10.065, -1.461], [-8.716, -6.043, 0.137], [9.107, 7.998, -1.297], [-4.071, -5.745, -2.956], [-0.960, 4.047, 1.779], [-1.201, -8.227, -3.653], [-10.827, -4.983, 2.309], [-3.158, -7.567, -4.229], [-7.093, -2.365, -1.327], [3.914, -1.741, -4.604], [-0.518, 1.810, 0.204], [-9.877, -5.021, 3.318], [-0.095, 3.499, 1.437], [3.297, -0.296, -2.790], [-1.895, -0.922, -0.427], [3.274, 0.634, 1.782], [5.550, 2.887, 0.149], [4.453, -0.761, -6.433], [4.283, 6.136, 7.107], [-0.982, -6.564, -1.839], [-10.514, -4.859, 1.281], [-4.741, -4.884, 1.205], [4.010, 4.441, -1.622], [-1.990, -1.846, -1.458], [2.912, 4.464, 4.506], [-4.982, -2.824, -0.134], [-3.216, -2.614, -3.043], [4.127, -0.631, -5.409], [5.040, 3.517, 5.103], [3.634, -2.929, 4.122], [0.749, 4.169, 1.446], [-8.965, -3.972, -1.188], [-5.090, -6.705, -4.580], [1.899, 3.492, -0.759]], "forces_ev_per_a": [[0.0, 0.0, 0.0], [-1.0, -0.4, -0.2], [0.0, 0.0, 0.0], [0.0, 0.0, 0.0], [0.0, 0.0, 0.0], [0.2, 0.2, 0.4], [-0.1, -0.1, -0.3], [0.0, 0.0, 0.0], [-0.3, -0.1, -0.1], [-0.3, 0.1, 0.0], [-0.1, 0.1, 0.0], [0.0, -0.1, -0.1], [0.0, 0.0, 0.0], [0.0, 0.0, 0.0], [0.1, 0.0, 0.0], [-0.3, -0.3, 0.0], [0.0, 0.0, 0.0], [0.0, 0.0, 0.0], [0.0, 0.0, 0.0], [0.0, 0.0, 0.0], [0.0, 0.0, 0.0], [0.1, -0.1, -0.1], [0.0, 0.0, 0.0], [0.0, 0.0, 0.0], [0.0, 0.0, 0.0], [0.0, 0.0, 0.0], [0.0, 0.0, 0.0], [0.0, 0.0, 0.0], [0.0, 0.0, 0.0], [0.0, 0.0, 0.0], [0.0, 0.0, 0.0], [0.0, 0.0, 0.0], [0.0, 0.0, 0.0], [0.0, 0.0, 0.1], [0.0, 0.0, 0.0], [0.0, 0.0, 0.0], [0.0, 0.0, 0.0], [1.1, 0.8, 0.3], [0.0, 0.0, 0.0], [0.0, 0.0, 0.0], [0.1, -0.1, -0.1], [0.3, 0.0, 0.0], [0.0, 0.0, 0.0], [0.0, 0.0, 0.0], [0.0, 0.0, 0.0], [0.3, 0.2, 0.3], [0.2, -0.1, -0.2], [0.0, 0.0, 0.0], [0.0, 0.0, 0.0], [0.2, 0.0, 0.0], [0.0, 0.0, 0.0], [0.0, 0.1, 0.1], [0.0, 0.0, 0.0], [0.0, 0.3, 0.0], [0.1, 0.4, 0.1], [0.0, 0.0, 0.0], [0.0, -0.1, 0.0], [0.0, 0.0, 0.0], [0.0, 0.0, 0.0], [0.0, 0.0, 0.0], [0.0, 0.0, 0.0], [0.0, 0.0, 0.0], [0.0, 0.1, 0.0], [0.0, 0.0, 0.0], [0.0, 0.0, 0.0], [0.0, 0.0, 0.0], [0.0, 0.0, 0.0], [0.0, 0.0, 0.0], [0.0, 0.0, 0.0], [-0.1, 0.5, -0.3], [0.0, 0.0, 0.0], [0.0, 0.0, 0.0], [0.0, 0.0, 0.0], [-0.1, 0.1, -0.2], [0.0, 0.0, 0.0], [0.0, 0.0, 0.0], [0.0, 0.1, 0.0], [0.0, 0.0, 0.0], [-0.2, 0.0, 0.4], [0.0, 0.0, 0.0], [0.0, 0.0, 0.0], [0.0, 0.0, 0.0], [0.0, 0.0, 0.0], [0.0, 0.0, 0.0], [0.0, 0.0, 0.0], [-0.2, -0.4, 0.1], [0.0, 0.0, 0.0], [0.0, 0.0, 0.0], [0.0, 0.0, 0.0], [0.0, 0.0, 0.0], [-0.1, 0.2, 0.1], [0.0, 0.0, 0.0], [0.0, 0.0, 0.0], [0.0, 0.0, 0.0], [0.0, 0.0, 0.0], [0.0, 0.0, 0.0], [0.0, -0.3, 0.0], [0.0, 0.0, 0.0], [-0.3, 0.1, -0.1], [0.0, 0.0, 0.0], [0.1, 0.0, 0.0], [0.0, 0.0, 0.0], [0.1, -0.3, -0.4], [0.0, 0.0, 0.0], [0.0, 0.0, 0.0], [0.0, 0.0, 0.0], [0.0, 0.0, 0.0], [0.0, 0.0, 0.0], [0.0, -0.7, 0.1], [0.0, 0.0, 0.0], [-0.1, 0.0, 0.0], [0.0, 0.0, 0.0], [0.0, 0.0, 0.0], [0.0, 0.0, 0.0], [0.0, 0.0, 0.0], [0.0, 0.0, 0.0], [0.4, 0.0, 0.0], [0.0, 0.0, 0.0], [0.0, 0.0, 0.0], [0.3, -0.1, 0.1]], "lowdin_charge": [-0.095, 0.068, 0.101, -0.096, -0.095, 0.139, 0.120, 0.094, 0.112, -0.146, -0.113, -0.099, -0.094, 0.102, -0.093, 0.115, 0.098, 0.100, 0.102, -0.086, -0.097, -0.097, -0.097, 0.103, 0.103, 0.099, -0.095, -0.097, -0.109, -0.099, 0.100, 0.096, -0.094, 0.079, -0.098, 0.100, -0.097, -0.317, -0.091, 0.099, 0.069, -0.236, -0.095, 0.088, -0.098, -0.377, 0.115, 0.103, 0.100, 0.659, 0.084, -0.102, 0.101, 0.129, -0.194, -0.098, -0.105, 0.098, -0.091, 0.095, -0.093, 0.098, -0.082, -0.097, 0.099, 0.100, -0.093, -0.099, -0.094, 0.932, 0.088, 0.099, -0.100, 0.098, -0.113, 0.090, -0.107, -0.096, -0.243, 0.099, 0.103, 0.067, 0.099, 0.100, -0.095, 0.145, 0.100, 0.098, -0.096, -0.095, 0.049, 0.099, -0.095, -0.098, 0.095, -0.102, 0.059, -0.090, -0.576, -0.091, -0.092, 0.089, -0.011, 0.098, 0.100, 0.099, 0.082, 0.103, -0.306, -0.090, -0.104, 0.084, 0.100, -0.099, -0.094, 0.101, 0.045, 0.101, 0.100, -0.336], "e_homo_ev": -9.11, "orbital_gap_ha": 0.347, "charge": 0, "total_energy_ev": -148068.7492, "spin_multiplicity": 1}